Entry 1:
The following is a quantum chemistry calculation of C26H67IN6O10PS2 as an isolated structure, from OMol25.

## Properties
E_LUMO: 0.0790 hartree

```
! RIJCOSX wB97M-V def2-TZVPD def2/J DEFGRID3
* xyz -1 1
C 3.6006 -2.9186 -2.1830
C 4.3086 -1.5940 -2.5252
P 3.0773 -0.2651 -2.2596
C 3.8207 1.4012 -2.4459
C 2.8775 2.4032 -1.7851
S 1.5510 -0.4908 -3.7468
O 2.0813 -1.1162 -4.9390
O 0.9521 0.8051 -3.9651
N 0.5395 -1.5647 -3.0958
S -0.1493 -1.2043 -1.7153
O -0.0373 0.1652 -1.2781
O 0.1165 -2.1867 -0.6932
C -1.9225 -1.4181 -2.0813
C -2.3141 -2.8540 -1.9541
O -2.9410 -3.3326 -1.0405
I -1.7437 -4.1260 -3.6232
H 2.6961 -3.0027 -2.7703
H 4.2391 -3.7617 -2.4127
H 3.3129 -2.8753 -1.1416
H 4.7460 -1.6300 -3.5169
H 5.0972 -1.4510 -1.7949
H 4.0284 1.6882 -3.4718
H 4.7659 1.4100 -1.9133
H 2.7382 2.1436 -0.7457
H 1.9212 2.3923 -2.2903
H 3.2694 3.4136 -1.8608
H -2.4597 -0.8216 -1.3602
H -2.0691 -1.0555 -3.0890
C 0.4352 1.7951 4.0245
C 0.1712 3.1555 3.3870
C -1.1924 3.2652 2.6906
O -1.2655 2.6240 1.4384
C -1.5113 1.2268 1.4777
N 1.2784 3.4763 2.4814
H 0.6903 1.0395 3.2823
H 1.2722 1.8578 4.7190
H -0.4357 1.4458 4.5836
H 0.1711 3.8993 4.1910
H -1.3841 4.3223 2.4872
H -2.0017 2.9158 3.3496
H -2.1790 0.9639 2.3064
H -0.5836 0.6583 1.5489
H -1.9853 0.9524 0.5380
H 1.1592 4.4238 2.1348
H 1.1758 2.8946 1.6533
C -2.5094 7.2430 0.3005
C -3.6352 6.5946 1.0990
C -4.9770 7.3311 0.9905
O -5.0686 8.5194 1.7541
C -4.5073 9.6688 1.1523
N -3.1980 6.4338 2.4882
H -2.1222 8.1351 0.7932
H -1.6788 6.5464 0.1960
H -2.8433 7.5209 -0.7010
H -3.7919 5.5948 0.6848
H -5.7562 6.6746 1.3859
H -5.2302 7.5346 -0.0584
H -4.6399 9.6585 0.0666
H -3.4451 9.7680 1.3885
H -5.0247 10.5378 1.5592
H -3.8961 5.9001 2.9982
H -3.2139 7.3483 2.9306
C -7.8750 -4.0829 -2.9985
C -6.5327 -3.8810 -2.3007
C -6.2744 -2.4347 -1.8536
O -5.9020 -1.5487 -2.8913
C -6.9673 -1.0133 -3.6466
N -5.4654 -4.3926 -3.1607
H -7.8593 -3.7122 -4.0233
H -8.1152 -5.1447 -3.0454
H -8.6822 -3.5771 -2.4628
H -6.5436 -4.4871 -1.3899
H -5.4261 -2.4440 -1.1659
H -7.1348 -2.0312 -1.3005
H -7.8538 -0.8450 -3.0268
H -7.2280 -1.6602 -4.4887
H -6.6353 -0.0564 -4.0493
H -4.5886 -4.3417 -2.6498
H -5.3393 -3.7317 -3.9221
C 2.5080 -0.5938 9.9964
C 3.0923 0.2657 8.8798
C 2.0540 1.1404 8.1631
O 1.2289 0.4516 7.2498
C 0.1189 -0.2164 7.8152
N 3.8283 -0.5972 7.9528
H 1.9692 -1.4561 9.6054
H 3.3069 -0.9757 10.6312
H 1.8244 -0.0174 10.6233
H 3.8128 0.9499 9.3383
H 2.5928 1.8785 7.5631
H 1.4414 1.6991 8.8844
H -0.2864 0.3315 8.6714
H 0.3747 -1.2348 8.1188
H -0.6490 -0.2816 7.0449
H 4.3109 -0.0212 7.2695
H 3.1468 -1.1132 7.4037
C 7.2433 -6.6256 -6.7405
C 6.1728 -7.0670 -5.7475
C 5.0178 -6.0674 -5.5937
O 5.3210 -4.9310 -4.8171
C 5.9906 -3.8892 -5.4970
N 6.8129 -7.3758 -4.4653
H 7.8903 -5.8545 -6.3237
H 7.8793 -7.4701 -7.0057
H 6.7956 -6.2381 -7.6577
H 5.7351 -7.9936 -6.1311
H 4.2056 -6.5703 -5.0627
H 4.6211 -5.7659 -6.5722
H 5.6744 -3.8092 -6.5409
H 7.0757 -4.0227 -5.4482
H 5.7455 -2.9588 -4.9887
H 6.1215 -7.7723 -3.8358
H 7.0652 -6.4928 -4.0306
*
```

Entry 2:
The following is a quantum chemistry calculation of C26H69BF4N5O8Pd as an isolated structure, from OMol25.

## Properties
Energy above the lowest of the compared OMol25 structures with the same formula, charge and spin: 0.0 kJ/mol
E_LUMO (spin up / spin down): -0.0961 / -0.1824 hartree

```
! RIJCOSX wB97M-V def2-TZVPD def2/J DEFGRID3
* xyz 1 3
Pd 1.2413 3.3775 -0.9583
B 0.0747 0.1765 -0.0664
F -0.2395 -0.4395 -1.2241
F -1.1488 0.3927 0.6265
F 0.9493 -0.4638 0.7165
F 0.5614 1.4516 -0.4077
C -1.3449 -4.0152 1.9980
C -1.1690 -2.6551 1.5205
O -0.4872 -1.8719 2.4774
H -2.1556 -4.0168 2.7266
H -0.4217 -4.3641 2.4607
H -1.5734 -4.5568 1.0801
H -2.1296 -2.1744 1.3352
H -0.5961 -2.6393 0.5933
H -0.0223 -1.1948 1.9803
C 3.0222 5.1407 -3.2058
O 2.9513 4.2764 -2.0636
C 4.3020 4.0587 -1.4383
C 4.0550 3.7448 0.0189
N 3.0955 2.6396 0.1115
C 2.7660 2.3348 1.5567
C 3.9257 1.5703 2.2681
O 4.4404 0.6606 1.2917
C 5.3841 -0.2849 1.8501
H 3.7824 5.8671 -2.9185
H 2.0600 5.5971 -3.4379
H 3.3306 4.5276 -4.0525
H 4.8961 4.9710 -1.4911
H 4.8093 3.2278 -1.9285
H 3.6400 4.6131 0.5307
H 5.0055 3.4814 0.4828
H 3.7266 1.8577 0.0097
H 1.8867 1.6931 1.6130
H 2.5175 3.2450 2.1026
H 3.6471 0.9699 3.1341
H 4.7273 2.2738 2.4933
H 4.8557 -0.9288 2.5531
H 6.0786 0.1127 2.5902
H 5.9585 -0.7489 1.0483
C -0.4733 3.7698 1.9879
O -0.4076 3.5273 0.5753
C -1.6876 3.6790 -0.0595
C -1.5355 3.2525 -1.5225
N -0.4689 4.0261 -2.2035
C -0.3015 3.5371 -3.5207
C 0.5079 2.2408 -3.7463
O 1.5401 2.0936 -2.7806
C 2.2960 0.8254 -2.8661
H -1.2287 4.5083 2.2565
H 0.4700 4.2254 2.2894
H -0.5997 2.8644 2.5815
H -2.2001 4.6335 0.0594
H -2.3991 3.0322 0.4539
H -2.4680 3.3972 -2.0680
H -1.3532 2.1786 -1.5618
H -0.7838 4.9756 -2.3428
H 0.3096 4.3067 -3.9920
H -1.2378 3.5115 -4.0780
H 0.8567 2.2949 -4.7776
H -0.2703 1.4803 -3.6826
H 3.2319 1.0984 -2.3787
H 2.4867 0.5625 -3.9066
H 1.7941 0.0235 -2.3246
C -4.2555 1.4841 2.1930
C -4.2558 0.2235 3.1412
C -4.5977 -1.1627 2.4199
O -4.1399 -2.2545 3.2011
C -4.7288 -2.5694 4.4536
N -2.8672 0.2179 3.6277
H -3.5792 1.1865 1.3917
H -3.8246 2.4024 2.5919
H -5.2395 1.6427 1.7517
H -4.9404 0.3522 3.9796
H -4.1872 -1.2828 1.4174
H -5.6730 -1.3033 2.3101
H -4.5661 -1.7992 5.2075
H -4.3184 -3.4533 4.9418
H -5.7952 -2.7694 4.3489
H -2.7343 -0.7824 3.5853
H -2.1886 0.4374 2.9124
C 2.5589 -6.1247 0.0980
C 3.9067 -5.5425 -0.4004
C 3.9097 -4.1039 -0.7564
O 3.5702 -3.3460 0.3881
C 3.3223 -1.9568 0.0666
N 5.0089 -5.7968 0.5607
H 2.5651 -7.1998 0.2776
H 1.8242 -6.0574 -0.7044
H 2.1564 -5.5547 0.9354
H 4.2260 -6.1038 -1.2786
H 3.2516 -3.8908 -1.5988
H 4.8870 -3.8281 -1.1525
H 3.1663 -1.4541 1.0211
H 2.4702 -1.7820 -0.5903
H 4.1799 -1.5390 -0.4608
H 4.8828 -6.6588 1.0718
H 4.8374 -5.0240 1.1880
C -4.1668 0.1466 -1.4499
C -3.5645 -1.1051 -2.0676
C -4.6441 -1.8696 -2.8212
O -5.7640 -2.2439 -1.9682
C -5.5219 -3.2821 -1.0163
N -2.3996 -0.8241 -2.8789
H -3.3606 0.8801 -1.4398
H -4.7219 0.0427 -0.5176
H -4.8952 0.5129 -2.1733
H -3.0463 -1.7278 -1.3384
H -4.0527 -2.6985 -3.2103
H -5.0062 -1.3977 -3.7346
H -4.5497 -3.0666 -0.5731
H -5.4036 -4.2392 -1.5242
H -6.2854 -3.2878 -0.2385
H -2.2593 -1.6969 -3.3673
H -1.6716 -0.7016 -2.1897
*
```

Entry 3:
The following is a quantum chemistry calculation of a 10-piece molecular cluster, C26H70N18O10 overall, from OMol25.

## Properties
Structure (SMILES): CC1(C)CCCC(C)(C)N1O.CC1(C)CCCC(C)(C)N1O.NC(N)=O.NC(N)=O.NC(N)=O.NC(N)=O.NC(N)=O.NC(N)=O.NC(N)=O.NC(N)=O
Energy above the lowest of the compared OMol25 structures with the same formula, charge and spin: 37.4 kJ/mol
E_LUMO: 0.0122 hartree

```
! RIJCOSX wB97M-V def2-TZVPD def2/J DEFGRID3
* xyz 0 1
C -26.1545 -10.9500 0.8149
C -27.4879 -10.2221 0.6150
C -27.7312 -10.1475 -0.8930
C -29.2173 -10.1605 -1.2459
C -30.0425 -11.1307 -0.4425
C -29.9024 -10.9862 1.0720
N -28.4991 -10.9517 1.3977
O -28.3035 -10.8924 2.7861
C -30.6436 -9.6559 1.4370
C -30.6395 -12.1274 1.7595
C -27.3926 -8.7906 1.1874
H -25.3045 -10.3717 0.4630
H -26.1379 -11.9056 0.2855
H -25.9690 -11.2031 1.8619
H -27.3485 -9.2482 -1.3756
H -27.3113 -11.0220 -1.3968
H -29.3823 -10.1942 -2.3266
H -29.6466 -9.1617 -1.0704
H -29.8667 -12.2027 -0.6248
H -31.0919 -11.0202 -0.7355
H -30.5967 -8.9013 0.6543
H -31.7237 -9.8023 1.5387
H -30.1899 -9.3535 2.3819
H -31.5451 -12.4302 1.2408
H -29.9361 -12.9626 1.8513
H -30.8860 -11.8862 2.7956
H -28.0713 -8.0535 0.7521
H -26.3949 -8.4088 0.9373
H -27.4682 -8.7708 2.2729
H -27.8398 -11.7107 2.9923
C -24.9154 1.1589 1.6498
C -23.3996 1.3529 1.8016
C -22.7286 0.7872 0.5532
C -21.2623 1.2768 0.4384
C -21.3027 2.7934 0.3998
C -21.8802 3.4306 1.6721
N -23.1504 2.7801 2.0005
O -23.7620 3.2913 3.1512
C -20.9137 3.3346 2.8544
C -22.1818 4.8888 1.3631
C -22.9265 0.5323 3.0181
H -25.1624 0.2117 1.1722
H -25.3530 1.9526 1.0344
H -25.4170 1.3134 2.6087
H -22.7213 -0.2962 0.6528
H -23.2168 1.1591 -0.3485
H -20.9888 0.8727 -0.5409
H -20.5593 0.9195 1.1899
H -21.9247 3.0466 -0.4660
H -20.3551 3.3054 0.2188
H -20.7616 2.2856 3.1244
H -19.9084 3.6987 2.6405
H -21.3619 3.7596 3.7512
H -22.9235 5.0930 0.5820
H -22.6096 5.3682 2.2465
H -21.3251 5.4571 0.9885
H -23.2586 -0.5064 2.8877
H -23.4575 0.8637 3.9126
H -21.8547 0.5086 3.1870
H -24.6382 3.5762 2.8708
C -25.4066 -4.0823 2.2707
O -24.9198 -4.5247 3.3100
N -25.8779 -4.8354 1.2176
N -25.3507 -2.7474 1.9745
H -26.2604 -4.2220 0.5013
H -26.4064 -5.6255 1.5686
H -26.0816 -2.3866 1.3738
H -24.7636 -2.1881 2.5663
C -28.3023 -6.0673 -2.4705
O -29.4649 -5.7885 -2.1976
N -27.9447 -6.6045 -3.6792
N -27.2355 -5.7166 -1.7002
H -28.7380 -6.9253 -4.2048
H -27.0072 -6.8728 -3.9203
H -27.3409 -5.1424 -0.8848
H -26.3135 -6.1021 -1.9467
C -27.0071 -1.7199 5.1416
O -28.0335 -1.1237 4.8364
N -25.8169 -1.0400 5.2564
N -26.9914 -3.0422 5.4356
H -24.9935 -1.5914 5.4137
H -25.8241 -0.0449 5.1577
H -27.8660 -3.4660 5.1780
H -26.1379 -3.5627 5.5169
C -28.2459 -2.1129 -0.1623
O -27.1327 -2.6496 -0.2902
N -28.5532 -0.8963 -0.7057
N -29.3039 -2.8121 0.3122
H -27.9123 -0.4153 -1.3058
H -29.5108 -0.6002 -0.6567
H -29.1506 -3.6251 0.9122
H -30.1935 -2.3446 0.3499
C -29.9599 -5.8797 1.6111
O -29.0599 -5.0995 1.9351
N -30.1874 -6.2727 0.3285
N -30.9406 -6.3036 2.4609
H -31.0448 -6.7487 0.1238
H -29.5419 -6.0886 -0.4242
H -31.0003 -6.0338 3.4236
H -31.6077 -6.9590 2.0987
C -24.5634 -7.7475 -1.4155
O -24.9297 -7.0778 -2.3718
N -24.3527 -7.2278 -0.1618
N -24.3306 -9.0881 -1.4892
H -23.6018 -7.6063 0.3873
H -24.5335 -6.2336 -0.1249
H -23.8841 -9.4855 -0.6841
H -24.3888 -9.5918 -2.3530
C -23.8526 -3.6996 -2.2028
O -23.2421 -4.3026 -3.0734
N -24.9696 -2.9612 -2.4291
N -23.3815 -3.6650 -0.9011
H -25.1668 -2.1901 -1.8185
H -25.3573 -2.9910 -3.3537
H -22.3863 -3.7461 -0.8161
H -23.9720 -3.3407 -0.1539
C -23.4170 -7.4809 4.3398
O -22.9435 -8.5412 4.7199
N -23.2559 -6.3059 5.0274
N -24.0052 -7.3450 3.1183
H -22.7672 -6.4061 5.8965
H -23.8801 -5.5549 4.7714
H -23.8515 -8.1211 2.5047
H -24.3754 -6.4683 2.7909
*
```